{
  "formula": "C3H4N4",
  "method": "the ωB97M-V functional and the def2-TZVPD basis",
  "smiles": "CC#N.C#N.N#N",
  "total_energy_ev": -9133.570,
  "total_charge": 0,
  "lumo_ha": -0.0099,
  "largest_force_ev_per_a": 5.068,
  "de_lowest_kcal_mol": 75.82,
  "elements": ["N", "N", "N", "N", "C", "C", "C", "H", "H", "H", "H"],
  "xyz": [[-0.14654, -1.35074, -0.82848], [-1.71702, 1.27836, 0.59918], [-2.36039, -1.51429, -0.32204], [-2.76640, -0.77875, 0.42249], [0.42805, -0.45278, -0.31036], [-0.86318, 1.27301, -0.20890], [1.73189, -0.15260, 0.29153], [2.26746, -1.07380, 0.53442], [1.56654, 0.42512, 1.21580], [2.31568, 0.46115, -0.40464], [-0.45611, 1.88532, -0.98900]],
  "mulliken_charge": [-0.50, -0.42, -0.01, -0.02, 0.58, 0.05, -0.93, 0.29, 0.31, 0.29, 0.35]
}

=====

{
  "formula": "C22H61AgN2O10",
  "method": "the ωB97M-V functional and the def2-TZVPD basis",
  "total_energy_ev": -51246.016,
  "total_charge": 1,
  "lumo_ha": [-0.1003, -0.2419],
  "largest_force_ev_per_a": 3.122,
  "spin_multiplicity": 2,
  "elements": ["Ag", "O", "O", "O", "O", "O", "O", "O", "O", "O", "O", "N", "N", "C", "C", "C", "C", "C", "C", "C", "C", "C", "C", "C", "C", "C", "C", "C", "C", "C", "C", "C", "C", "C", "C", "H", "H", "H", "H", "H", "H", "H", "H", "H", "H", "H", "H", "H", "H", "H", "H", "H", "H", "H", "H", "H", "H", "H", "H", "H", "H", "H", "H", "H", "H", "H", "H", "H", "H", "H", "H", "H", "H", "H", "H", "H", "H", "H", "H", "H", "H", "H", "H", "H", "H", "H", "H", "H", "H", "H", "H", "H", "H", "H", "H", "H"],
  "xyz": [[2.81973, 0.30033, 0.18221], [1.95727, 1.51515, 2.54269], [3.81227, -1.92529, -0.07464], [1.52749, -1.59298, -3.82764], [-5.48772, -0.84538, -2.29457], [0.32217, 3.05090, -1.80000], [-5.51439, -2.72026, -0.27583], [1.06049, -1.16669, 0.52721], [-3.53295, -2.69363, 4.71272], [-3.69755, 3.92569, 0.93339], [0.51259, 0.75382, -0.25060], [4.34081, -0.21747, 2.01822], [2.89929, 2.65951, 0.03567], [0.27186, 4.75627, -3.41430], [5.00241, -2.25034, 0.65487], [-3.22810, 2.54313, 0.74673], [-4.36161, -3.05217, 0.38325], [-1.11545, -3.09178, 4.57615], [-2.47906, -3.28337, 3.92023], [0.72872, 3.32334, -3.13194], [-3.62582, -1.48221, -3.88075], [-3.27159, 1.95580, 2.14251], [5.43672, -0.95771, 1.43306], [2.91499, 3.35823, 1.34755], [-1.32556, -0.82398, -0.10894], [3.41504, -2.97816, -0.96085], [1.59270, 2.82409, 2.13833], [-4.29143, -0.36889, -3.02748], [-0.12247, -0.24670, -5.30059], [0.94821, 0.90589, 3.43222], [6.44504, -1.36653, 2.57737], [-3.39707, -3.79405, -0.47657], [2.79922, 4.85324, 0.98070], [0.21060, -1.11714, -3.97947], [0.13489, -0.37026, 0.11641], [-3.06548, -2.12094, -3.19800], [3.57518, 2.99911, -0.63363], [-3.91188, 1.94893, 0.14053], [-2.51042, -2.92734, 2.89048], [-1.68646, -1.41328, 0.73401], [3.10653, -3.86561, -0.40827], [-4.45431, -2.06818, -4.27867], [6.64980, -0.53657, 3.25364], [2.02203, 3.00671, -0.32485], [7.43458, -1.64953, 2.21846], [1.95804, 5.08745, 0.32827], [-2.82573, -1.23737, -4.57931], [-5.87951, -0.01480, -2.01486], [4.85750, 0.38373, 2.64407], [-4.25077, 1.90163, 2.61830], [-3.87844, -2.13074, 0.70824], [6.16082, -2.24606, 3.15506], [-0.06405, -0.54338, -3.09434], [-2.95833, 0.91250, 2.18124], [3.79826, -0.81258, 2.62780], [3.88547, 3.28651, 1.83861], [-0.96149, -2.01796, 4.68250], [-1.01578, -3.63857, 5.51380], [0.70533, 2.77238, 1.50746], [-5.17696, -2.03289, -0.85485], [-3.59893, 0.21244, -2.41871], [4.65495, -3.10368, 1.23727], [0.34006, 2.62853, -3.87644], [1.95356, -0.95255, -3.25327], [0.40878, -0.63878, -6.16785], [0.72620, 5.10275, -4.34254], [-0.39264, -3.42873, 3.83311], [-4.35452, -2.94239, 4.28291], [4.08628, -3.22474, -1.78348], [-0.30138, -2.07634, -4.05663], [0.55166, 0.58624, -5.10093], [-0.80953, 4.81843, -3.53607], [-2.22087, 2.55493, 0.33024], [0.79217, 1.47272, 4.35008], [-2.04492, -0.05496, -0.39040], [-0.03202, 0.75791, 2.97907], [1.28312, -0.11708, 3.60389], [-2.47254, -3.81152, 0.10054], [1.79657, 3.21807, -3.32360], [5.90590, -0.25402, 0.74547], [5.78796, -2.61984, -0.00428], [0.63180, 5.44970, -2.65423], [2.40453, -2.77925, -1.31780], [0.22729, 2.11916, -1.58913], [-3.24713, -3.13300, -1.33017], [-1.10683, 0.10920, -5.60467], [-4.55370, -3.58714, 1.31331], [-1.40688, -1.34984, -1.06023], [-2.67491, -4.33573, 3.71459], [1.45964, 3.34355, 3.08730], [-3.72427, -4.77821, -0.81191], [-2.52188, 2.46072, 2.75167], [2.65464, 5.48944, 1.85388], [3.70380, 5.12388, 0.43611], [-4.59182, 0.46998, -3.65530], [-4.52986, 3.84658, 1.40519]],
  "lowdin_spin": [0.39, 0.00, 0.00, 0.00, 0.00, 0.00, 0.00, 0.20, 0.00, 0.00, 0.24, 0.05, 0.08, 0.00, 0.00, 0.00, 0.00, 0.00, 0.00, 0.00, 0.00, 0.00, 0.00, 0.00, 0.01, 0.00, 0.00, 0.00, 0.00, 0.00, 0.00, 0.00, 0.01, 0.00, 0.01, 0.00, 0.00, 0.00, 0.00, 0.00, 0.00, 0.00, 0.00, 0.00, 0.00, 0.00, 0.00, 0.00, 0.00, 0.00, 0.00, 0.00, 0.00, 0.00, 0.00, 0.00, 0.00, 0.00, 0.00, 0.00, 0.00, 0.00, 0.00, 0.00, 0.00, 0.00, 0.00, 0.00, 0.00, 0.00, 0.00, 0.00, 0.00, 0.00, 0.00, 0.00, 0.00, 0.00, 0.00, 0.00, 0.00, 0.00, 0.00, 0.00, 0.00, 0.00, 0.00, 0.00, 0.00, 0.00, 0.00, 0.00, 0.00, 0.00, 0.00, 0.00]
}

=====

{
  "formula": "C27H72O27S9",
  "method": "the ωB97M-V functional and the def2-TZVPD basis",
  "total_energy_ev": -181946.265,
  "total_charge": 1,
  "lumo_ha": [-0.0806, -0.3334],
  "largest_force_ev_per_a": 5.824,
  "spin_multiplicity": 2,
  "de_lowest_kcal_mol": 36.79,
  "elements": ["S", "S", "S", "S", "S", "S", "S", "S", "S", "O", "O", "O", "O", "O", "O", "O", "O", "O", "O", "O", "O", "O", "O", "O", "O", "O", "O", "O", "O", "O", "O", "O", "O", "O", "O", "O", "C", "C", "C", "C", "C", "C", "C", "C", "C", "C", "C", "C", "C", "C", "C", "C", "C", "C", "C", "C", "C", "C", "C", "C", "C", "C", "C", "H", "H", "H", "H", "H", "H", "H", "H", "H", "H", "H", "H", "H", "H", "H", "H", "H", "H", "H", "H", "H", "H", "H", "H", "H", "H", "H", "H", "H", "H", "H", "H", "H", "H", "H", "H", "H", "H", "H", "H", "H", "H", "H", "H", "H", "H", "H", "H", "H", "H", "H", "H", "H", "H", "H", "H", "H", "H", "H", "H", "H", "H", "H", "H", "H", "H", "H", "H", "H", "H", "H", "H"],
  "xyz": [[31.50791, 34.09131, 27.74491], [37.45578, 22.57148, 26.21917], [27.76129, 29.08157, 27.51713], [30.86911, 31.39079, 34.14301], [34.79486, 26.86199, 23.26528], [30.01434, 25.71257, 26.08625], [32.72593, 27.12788, 33.74832], [31.84837, 29.67356, 29.15239], [39.54645, 27.30028, 27.87178], [31.65370, 27.66747, 34.62588], [37.47593, 22.54439, 24.69645], [30.87269, 30.98306, 32.77302], [28.53370, 25.74188, 25.91080], [33.91328, 27.93011, 33.35816], [26.39691, 29.00794, 26.70974], [34.45272, 25.85880, 24.23354], [36.54358, 21.67676, 26.92452], [31.66719, 28.41756, 29.81358], [30.77538, 30.35863, 28.44989], [30.34401, 24.34389, 27.01339], [38.39863, 28.25625, 27.86549], [30.87960, 25.64347, 24.91318], [39.33132, 26.23963, 29.11052], [31.38403, 33.99786, 29.17686], [31.05042, 33.07752, 34.25129], [32.48540, 33.27360, 27.05530], [39.06929, 22.36900, 26.80205], [39.83774, 26.52143, 26.65024], [27.69416, 28.09149, 28.58004], [30.03934, 33.81750, 27.02793], [33.41288, 25.78212, 34.63501], [33.08940, 29.37422, 28.07712], [36.40910, 26.78077, 22.88827], [29.99404, 30.79593, 35.17733], [28.82582, 29.09990, 26.46600], [34.48544, 28.22185, 23.59251], [38.55148, 25.51164, 22.89601], [41.23924, 21.73967, 25.90828], [32.81291, 30.78430, 30.25225], [37.23997, 24.38195, 26.62901], [34.35763, 28.78393, 28.36989], [28.85550, 22.70711, 27.53635], [38.98216, 26.84471, 30.35117], [37.43402, 27.06574, 30.30156], [40.07845, 22.77004, 25.90188], [34.58353, 27.52983, 27.38408], [31.15496, 34.60264, 32.41389], [30.18627, 33.89190, 33.42068], [32.53142, 31.22900, 34.80969], [41.07215, 28.29631, 28.56748], [28.56379, 33.96083, 25.20025], [30.58553, 27.08282, 27.19671], [25.90838, 29.33146, 24.33854], [33.33672, 24.47804, 36.78502], [31.69485, 35.81047, 27.13337], [36.95827, 25.43144, 22.71968], [29.50171, 24.05763, 28.05744], [29.93249, 33.50084, 25.59142], [27.69760, 30.74480, 28.35075], [31.97096, 26.12042, 32.38025], [32.57784, 25.09294, 35.57407], [26.15101, 30.02838, 25.73672], [34.06749, 26.43834, 21.60200], [41.65238, 27.63318, 29.20911], [27.01166, 30.68429, 25.60571], [33.70595, 31.19506, 29.78124], [26.62880, 30.94320, 28.43090], [29.42678, 33.30384, 32.90545], [42.12568, 21.83202, 26.53581], [34.49893, 28.43051, 29.39128], [29.64808, 21.97047, 27.40490], [35.05182, 29.56677, 28.06433], [39.10378, 25.93735, 22.05825], [35.47951, 27.00174, 27.71034], [28.14412, 31.56707, 27.79166], [32.77010, 30.17238, 34.93089], [31.90533, 35.26102, 32.85159], [25.35360, 30.74221, 25.94332], [38.92420, 24.51181, 22.67351], [36.67452, 24.93885, 21.78966], [31.44526, 26.63638, 27.69635], [34.16062, 25.39691, 21.29404], [25.01437, 28.70922, 24.37933], [40.84751, 20.72845, 26.01823], [30.71540, 33.99172, 25.01335], [39.20250, 26.11682, 31.13202], [34.40870, 27.21515, 20.91772], [33.74807, 26.82980, 27.39141], [31.88604, 25.76421, 36.08289], [32.12191, 31.62087, 30.35603], [33.06349, 30.31946, 31.20579], [37.03834, 27.93307, 29.77309], [28.17948, 22.47768, 28.36004], [29.68146, 27.19108, 27.79591], [39.73263, 22.92708, 24.88019], [30.66773, 35.29952, 31.73193], [27.75076, 33.47612, 25.74075], [34.20107, 23.91812, 36.42796], [41.52590, 21.65142, 24.86036], [28.28502, 22.90076, 26.62797], [25.64902, 30.09631, 23.60653], [40.45423, 23.75461, 26.18028], [31.65711, 35.81306, 26.04403], [28.67302, 24.71447, 28.32189], [30.90168, 27.81329, 26.45201], [37.39653, 25.03033, 25.76692], [26.85196, 28.84328, 24.09472], [41.70020, 28.73665, 27.79304], [28.53368, 33.67684, 24.14833], [37.00410, 27.01944, 31.30212], [33.21030, 31.85393, 34.22945], [30.06281, 32.43128, 25.42658], [31.08037, 25.65027, 32.79728], [37.86623, 24.65414, 27.47860], [32.71588, 23.77263, 37.33734], [33.05358, 26.64549, 21.94430], [32.61612, 36.22151, 27.54618], [30.81600, 36.36814, 27.45698], [28.18513, 30.69381, 29.32430], [33.62877, 25.35169, 37.36772], [28.47181, 35.03145, 25.38307], [37.08562, 26.19840, 29.74081], [39.48256, 27.78843, 30.56819], [31.64298, 33.90984, 31.72834], [30.06704, 24.00996, 28.98816], [36.20811, 24.61135, 26.89499], [38.80447, 25.92388, 23.87281], [34.59057, 27.76842, 26.32054], [36.51622, 24.80087, 23.49110], [31.88686, 26.69896, 31.46029], [32.48356, 31.54237, 35.85257], [32.10443, 24.23016, 35.10544], [29.83725, 34.64917, 34.12271], [40.80865, 29.05277, 29.30670], [32.77794, 25.41337, 32.18799]],
  "lowdin_spin": [0.00, 0.00, 0.00, 0.00, 0.00, 0.03, 0.00, 0.00, 0.00, 0.00, 0.00, 0.00, 0.03, 0.00, 0.00, 0.00, 0.00, 0.00, 0.00, 0.47, 0.00, 0.03, 0.00, 0.00, 0.00, 0.00, 0.00, 0.00, 0.00, 0.00, 0.00, 0.00, 0.00, 0.00, 0.01, 0.00, 0.00, 0.00, 0.00, 0.00, 0.00, 0.17, 0.00, 0.00, 0.00, 0.00, 0.00, 0.00, 0.00, 0.00, 0.00, 0.08, 0.00, 0.00, 0.00, 0.00, 0.12, 0.00, 0.00, 0.00, 0.00, 0.00, 0.00, 0.00, 0.00, 0.00, 0.00, 0.00, 0.00, 0.00, 0.00, 0.00, 0.00, 0.00, 0.00, 0.00, 0.00, 0.00, 0.00, 0.00, 0.00, 0.00, 0.00, 0.00, 0.00, 0.00, 0.00, 0.00, 0.00, 0.00, 0.00, 0.00, 0.03, 0.00, 0.00, 0.00, 0.00, 0.00, 0.00, 0.00, 0.00, 0.00, 0.00, 0.01, 0.01, 0.00, 0.00, 0.00, 0.00, 0.00, 0.00, 0.00, 0.00, 0.00, 0.00, 0.00, 0.00, 0.00, 0.00, 0.00, 0.00, 0.00, 0.00, 0.00, 0.01, 0.00, 0.00, 0.00, 0.00, 0.00, 0.00, 0.00, 0.00, 0.00, 0.00]
}